<1>
This record from OMol25 describes a molecular structure, CHCl2N2O2. The level of theory is ωB97M-V with the def2-TZVPD basis set.

Calculated values
**Total charge**: -1
**HOMO energy**: -5.263 eV
**LUMO**: 0.1303 hartree

Cartesian coordinates (Å):
1 C -0.8661 0.1279 -0.1396
2 N 0.1545 -0.6873 -0.0908
3 N 1.3792 -0.3738 0.1875
4 O 1.7263 0.7903 0.4686
5 O 2.2245 -1.2952 0.2790
6 Cl -1.9674 -0.0777 1.2344
7 Cl -1.9913 -0.1332 -1.5072
8 H -0.6597 1.6491 -0.4318

<2>
This record from OMol25 describes 2 unconnected molecules or ions with the total composition CHCl2N2O2. The level of theory is ωB97M-V with the def2-TZVPD basis set.

Calculated values
**Total charge**: -1
**HOMO energy**: -4.527 eV
**LUMO**: 0.0956 hartree

Cartesian coordinates (Å):
1 C 0.3498 0.7014 0.3040
2 N -0.4840 -0.1338 0.7918
3 N -1.2120 -0.7578 -0.1059
4 O -0.9289 -0.6236 -1.3019
5 O -2.1806 -1.3818 0.3764
6 Cl 2.7618 -0.5240 -0.7427
7 Cl 1.2572 1.6042 1.3489
8 H 0.4368 1.1154 -0.6706

Taking the most stable structure as the zero point, the relative energies in kJ/mol are <1> 149.4; <2> 0.0.

<1>
This record from OMol25 describes 2 unconnected molecules or ions with the total composition C5H14N2OS. The level of theory is ωB97M-V with the def2-TZVPD basis set.

Calculated values
**HOMO energy**: -8.930 eV
**LUMO**: 0.0297 hartree

Cartesian coordinates (Å):
1 C 1.9550 0.2248 1.6548
2 C 1.9647 -1.1723 -0.3832
3 C 1.7834 1.5035 -0.4324
4 C -1.4331 -1.2703 1.0275
5 C 1.8687 0.2361 0.3413
6 N -2.2271 0.9884 0.0346
7 N -3.5153 0.6629 -0.5561
8 O -1.7165 -0.8951 -1.4972
9 S -1.0574 -0.2272 -0.3813
10 H -1.8892 2.0192 -0.2893
11 H 1.9702 -0.7608 2.1857
12 H 2.0871 1.1274 2.2284
13 H 2.7121 -1.6751 0.1031
14 H 2.1970 -0.8696 -1.3745
15 H 1.0509 -1.6692 -0.4440
16 H 2.2821 1.2410 -1.3246
17 H 0.7347 1.8860 -0.6080
18 H 2.3536 2.2759 -0.0072
19 H -2.0798 -0.7196 1.7303
20 H -2.0234 -2.1270 0.7697
21 H -0.5069 -1.7476 1.4859
22 H -4.1588 0.6079 0.2717
23 H -3.5182 -0.2283 -1.0692

<2>
This record from OMol25 describes C5H14N2OS in the gas phase. The level of theory is ωB97M-V with the def2-TZVPD basis set.

Calculated values
**HOMO energy (spin up / spin down)**: -7.052 / -7.050 eV
**SMILES**: CC(C)(C)[S@](C)(=O)=NN
**LUMO (spin up / spin down)**: 0.0215 / 0.0215 hartree

Cartesian coordinates (Å):
1 C -1.8312 -0.8541 0.8482
2 C -1.0996 0.2906 0.1959
3 C -1.1070 1.5465 1.0251
4 C -1.2656 0.3470 -1.2776
5 S 1.0470 -0.2605 0.1986
6 C 0.8319 -1.8255 -0.8587
7 O 1.3941 -0.7337 1.5203
8 N 2.2561 0.4734 -0.6112
9 N 3.2814 1.1528 -0.2040
10 H -1.6783 -1.7293 0.2640
11 H -1.3839 -0.9156 1.7620
12 H -2.8717 -0.7975 1.0420
13 H -0.1080 1.8792 1.0287
14 H -1.4509 1.2324 2.0512
15 H -1.7067 2.3747 0.6185
16 H -0.2605 0.3834 -1.8363
17 H -1.7835 -0.5464 -1.6074
18 H -1.8798 1.2383 -1.4515
19 H -0.1978 -2.3172 -0.8955
20 H 1.0999 -1.5208 -1.9004
21 H 1.5618 -2.4596 -0.3287
22 H 3.3890 2.2467 -0.2656
23 H 3.7636 0.7953 0.6825

Taking the most stable structure as the zero point, the relative energies in kJ/mol are <1> 0.0; <2> 154.7.

<1>
This record from OMol25 describes CHN3O3 in the gas phase. The level of theory is ωB97M-V with the def2-TZVPD basis set.

Calculated values
**HOMO energy**: -10.823 eV
**SMILES**: N#CN(O)[N+](=O)[O-]
**LUMO**: -0.0128 hartree

Cartesian coordinates (Å):
1 N 2.2331 -1.3969 0.2481
2 C 1.1939 -0.9775 0.1422
3 N 0.0305 -0.2963 -0.0301
4 O -1.1972 -1.0643 0.0356
5 N -0.0815 1.1832 0.0730
6 O 0.9065 1.7655 -0.2464
7 O -1.1693 1.5126 0.3397
8 H -1.9161 -0.7264 -0.5620

<2>
This record from OMol25 describes CHN3O3 in the gas phase. The level of theory is ωB97M-V with the def2-TZVPD basis set.

Calculated values
**HOMO energy**: -10.889 eV
**SMILES**: [H]/N=[N+](\[O-])ON=C=O
**LUMO**: -0.0004 hartree

Cartesian coordinates (Å):
1 H -2.1091 1.8415 0.4879
2 N -1.1270 1.6388 0.6699
3 N -0.6809 0.7682 -0.0695
4 O -1.1642 0.0049 -0.8487
5 O 0.8272 0.6384 0.0542
6 N 1.3944 -0.5010 -0.4501
7 C 1.3635 -1.6299 -0.0048
8 O 1.4962 -2.7609 0.1611

Taking the most stable structure as the zero point, the relative energies in kJ/mol are <1> 50.8; <2> 0.0.